Record 1
Molecular formula: C4H9N3O
Method: DFT, ωB97M-V/def2-TZVPD

Computed properties:
Structure (SMILES): N[C@H](C=O)CC1NN1
ΔE to the lowest compared entry with this formula, charge and spin (eV): 3.508
Lowest unoccupied orbital energy (eV): 0.96
Charge: 0

Last column: Löwdin charge in e.
Cartesian coordinates (Å):
N1 -2.050 -1.001 -0.468  0.041
C1 -1.089 -0.076 0.041  -0.355
C2 -0.255 0.691 -1.193  -0.277
O1 0.379 0.001 -1.966  -0.034
C3 -0.049 -0.783 0.906  -0.108
C4 1.156 0.110 1.118  -0.319
N2 2.206 0.180 0.145  0.060
N3 1.231 1.236 0.237  -0.011
H1 -1.610 -1.676 -1.090  0.083
H2 -2.807 -0.545 -0.962  0.077
H3 -1.480 0.909 0.366  0.135
H4 -0.519 1.741 -1.426  0.112
H5 0.261 -1.697 0.387  0.122
H6 -0.487 -1.070 1.861  0.113
H7 1.489 0.240 2.144  0.137
H8 1.982 -0.348 -0.709  0.092
H9 1.641 2.089 0.609  0.131

Cartesian forces (eV/Å) of the 3 atoms listed first:
N -0.5 -0.1 0.1
C 1.7 2.5 -2.3
C -0.5 -2.0 0.5

Record 2
Molecular formula: C4H9N3O
Method: DFT, ωB97M-V/def2-TZVPD

Computed properties:
Structure (SMILES): [H]/N=C\N(C)/C(C)=N/O
ΔE to the lowest compared entry with this formula, charge and spin (eV): 4.337
Lowest unoccupied orbital energy (eV): 0.78
Charge: 0

Last column: Löwdin charge in e.
Cartesian coordinates (Å):
H1 -2.189 1.824 -0.652  0.035
N1 -1.802 2.113 0.244  0.070
C1 -0.843 1.407 0.662  -0.256
N2 -0.634 -0.178 0.341  -0.047
C2 -1.611 -1.124 -0.141  -0.058
C3 0.641 -0.139 -0.047  -0.400
C4 1.487 -1.313 -0.395  0.010
N3 1.008 1.128 -0.002  -0.023
O1 2.351 1.328 0.404  -0.042
H2 -0.399 1.626 1.627  0.113
H3 -1.753 -1.922 0.591  0.087
H4 -2.549 -0.588 -0.299  0.082
H5 -1.339 -1.585 -1.094  0.082
H6 2.426 -0.971 -0.828  0.082
H7 1.713 -1.885 0.507  0.094
H8 0.973 -1.971 -1.094  0.077
H9 2.519 2.251 0.176  0.094

Cartesian forces (eV/Å) of the 3 atoms listed first:
H 0.0 -0.2 0.0
N 0.5 0.0 -0.5
C -1.6 -2.1 1.2

Record 3
Molecular formula: C4H9N3O
Method: DFT, ωB97M-V/def2-TZVPD

Computed properties:
ΔE to the lowest compared entry with this formula, charge and spin (eV): 8.624
Lowest unoccupied orbital energy (eV): -0.62
Charge: 0

Last column: Löwdin charge in e.
Cartesian coordinates (Å):
C1 1.712 -0.891 -0.827  -0.080
C2 0.876 -0.902 0.608  -0.221
C3 -0.543 -0.619 0.291  -0.320
C4 -0.714 0.786 0.207  -0.406
H1 2.917 -0.658 -0.659  0.116
H2 1.362 -1.958 -1.270  0.112
H3 1.403 -0.026 -1.437  0.028
H4 1.437 -0.402 1.386  0.081
H5 1.012 -1.827 0.951  0.045
H6 -2.743 -0.133 -0.128  0.110
H7 0.787 1.601 1.467  0.238
H8 -0.138 2.503 0.662  0.103
H9 -2.014 2.236 -0.793  0.027
N1 -1.379 -1.614 0.110  0.085
N2 0.433 1.719 0.015  0.047
N3 -1.768 1.381 -0.430  0.116
O1 -2.641 -1.196 -0.152  -0.080

Cartesian forces (eV/Å) of the 3 atoms listed first:
C 0.8 -0.8 1.5
C 2.1 1.3 -3.2
C 0.8 -1.6 1.7

Among the records above, which one has the lowest ΔE to the lowest compared entry with this formula, charge and spin? number 1

What did the first record say?
Molecular formula: C4H9N3O
Method: DFT, ωB97M-V/def2-TZVPD

Computed properties:
Structure (SMILES): N[C@H](C=O)CC1NN1
ΔE to the lowest compared entry with this formula, charge and spin (eV): 3.508
Lowest unoccupied orbital energy (eV): 0.96
Charge: 0

Last column: Löwdin charge in e.
Cartesian coordinates (Å):
N1 -2.050 -1.001 -0.468  0.041
C1 -1.089 -0.076 0.041  -0.355
C2 -0.255 0.691 -1.193  -0.277
O1 0.379 0.001 -1.966  -0.034
C3 -0.049 -0.783 0.906  -0.108
C4 1.156 0.110 1.118  -0.319
N2 2.206 0.180 0.145  0.060
N3 1.231 1.236 0.237  -0.011
H1 -1.610 -1.676 -1.090  0.083
H2 -2.807 -0.545 -0.962  0.077
H3 -1.480 0.909 0.366  0.135
H4 -0.519 1.741 -1.426  0.112
H5 0.261 -1.697 0.387  0.122
H6 -0.487 -1.070 1.861  0.113
H7 1.489 0.240 2.144  0.137
H8 1.982 -0.348 -0.709  0.092
H9 1.641 2.089 0.609  0.131

Cartesian forces (eV/Å) of the 3 atoms listed first:
N -0.5 -0.1 0.1
C 1.7 2.5 -2.3
C -0.5 -2.0 0.5